(1)
6
Properties=species:S:1:pos:R:3:forces:R:3:nbo_charge:R:1 method="wB97M-V/def2-TZVPD" charge=0 e_tot_ha=-604.97053 gap_ev=10.1 mol_weight_g_mol=87.103 e_above_lowest_kj_mol=43.1
C 0.546 1.479 0.217 0.6 -0.5 -0.9 0.253
C -0.437 -3.209 0.659 0.6 0.3 1.5 0.497
N -0.091 2.474 -0.051 1.3 -0.8 1.8 -0.672
O -0.843 -3.419 -0.355 -0.6 -0.3 -1.5 -0.497
S 1.480 0.202 0.382 -0.7 1.0 0.4 0.010
H -0.655 2.473 -0.851 -1.1 0.3 -1.3 0.409


(2)
16
Properties=species:S:1:pos:R:3:forces:R:3:nbo_charge:R:1 method="wB97M-V/def2-TZVPD" charge=0 e_tot_ha=-267.86862 gap_ev=9.4 mol_weight_g_mol=86.138 e_above_lowest_kj_mol=148.9
C -1.358 -1.039 -0.108 -0.2 -0.1 -1.3 0.010
C -2.232 -0.341 -0.833 0.2 0.0 -0.2 -0.536
C 1.801 1.095 0.673 -0.2 0.4 0.2 -0.702
C 1.274 0.954 -0.719 0.9 -1.3 -1.2 0.147
N -1.264 -1.051 1.256 -0.1 -0.3 1.3 -0.816
N 1.821 0.176 -1.595 -1.0 1.1 0.8 -0.620
H -0.612 -1.660 -0.604 -0.1 0.2 0.0 0.196
H -0.937 -1.941 1.628 -0.2 0.5 0.0 0.377
H -2.105 -0.724 1.726 0.4 -0.1 0.0 0.373
H 2.632 -0.302 -1.188 -0.1 0.2 0.0 0.317
H -2.973 0.303 -0.375 0.0 0.0 0.0 0.187
H -2.204 -0.389 -1.918 0.1 0.1 0.2 0.213
H 0.372 1.528 -0.985 0.4 -0.3 -0.1 0.178
H 1.253 1.887 1.190 0.2 -0.1 0.2 0.219
H 2.863 1.349 0.641 -0.1 0.0 0.1 0.224
H 1.668 0.154 1.212 0.0 0.1 0.1 0.234